{
  "formula": "CH6N3",
  "method": "ωB97M-V/def2-TZVPD",
  "e_above_lowest_kcal_mol": 62.1,
  "homo_energy_ha": -0.5753,
  "total_charge": 1,
  "lumo_ev": -3.3478,
  "orbital_gap_ha": 0.45232,
  "species": ["C", "N", "N", "N", "H", "H", "H", "H", "H", "H"],
  "xyz": [[2.5929, 0.1677, -0.0171], [-0.8849, 0.8002, -0.0255], [1.5834, -0.3548, 0.0155], [-0.9533, -0.6348, -0.0208], [3.5410, 0.6369, -0.0450], [-0.5761, 1.1513, 0.8778], [-0.2476, 1.1228, -0.7490], [0.0345, -1.0307, 0.0468], [-1.5416, -0.9415, 0.7680], [-1.4095, -0.9393, -0.8949]]
}

=====

{
  "formula": "C5H22N2O6",
  "method": "ωB97M-V/def2-TZVPD",
  "e_above_lowest_kcal_mol": 34.7,
  "homo_energy_ha": -0.3434,
  "lumo_ev": 0.6834,
  "orbital_gap_ha": 0.36851,
  "species": ["C", "C", "N", "C", "C", "N", "C", "O", "H", "H", "H", "H", "H", "H", "H", "H", "H", "H", "H", "H", "O", "H", "H", "O", "H", "H", "O", "H", "H", "O", "H", "H", "O", "H", "H"],
  "xyz": [[-2.5594, -1.0812, 1.3828], [-2.6527, 0.3710, 0.9261], [-1.4048, 0.7302, 0.2053], [-1.2807, 2.1741, -0.0546], [-0.2821, 2.4214, -1.2011], [0.8214, 1.4858, -1.2466], [1.9029, 1.5638, -0.3805], [2.6686, 0.6074, -0.3021], [-3.4691, -1.3841, 1.9202], [-1.7330, -1.2209, 2.1501], [-2.3281, -1.7679, 0.5439], [-2.8292, 1.0572, 1.7914], [-3.5407, 0.4654, 0.2399], [-0.6133, 0.4362, 0.7615], [-2.2719, 2.6468, -0.3313], [-1.0025, 2.7631, 0.8601], [0.1265, 3.4965, -1.0800], [-0.8387, 2.3342, -2.1847], [0.5932, 0.5803, -1.7079], [2.0884, 2.4143, 0.1395], [1.6384, -1.4344, 1.7938], [2.5568, -1.4620, 1.9092], [1.4565, -1.6436, 0.9054], [0.9574, 1.1500, 1.9484], [0.9579, 1.3520, 2.8922], [1.2624, 0.2213, 1.8907], [-0.8050, -1.0516, -1.9987], [-1.0141, -1.9023, -1.6949], [-1.2633, -0.4153, -1.4001], [-0.6556, -3.3623, -0.6590], [0.1612, -3.0340, -0.3468], [-0.4324, -4.0962, -1.2285], [1.5244, -1.7429, -0.8560], [2.0994, -0.9899, -0.8209], [0.7244, -1.3879, -1.3676]]
}

=====

{
  "formula": "C2ClF6NO2S2",
  "method": "ωB97M-V/def2-TZVPD",
  "e_above_lowest_kcal_mol": 0.0,
  "homo_energy_ha": -0.4088,
  "lumo_ev": -2.6571,
  "orbital_gap_ha": 0.31119,
  "species": ["O", "S", "Cl", "N", "S", "C", "F", "F", "F", "C", "F", "F", "F", "O"],
  "xyz": [[-1.5527, 1.0206, 2.7777], [-1.0539, -0.0716, 1.9901], [-1.3822, -1.8398, 2.9328], [-1.4977, -0.1259, 0.4988], [0.5250, -0.7044, 0.0306], [0.0027, -0.9317, -1.8555], [-0.7867, 0.1164, -2.2515], [1.0049, -1.0041, -2.7483], [-0.7554, -2.0077, -1.9807], [1.1022, 1.0800, -0.2295], [0.2459, 1.9573, 0.0951], [2.2522, 1.2618, 0.3825], [1.4327, 1.3072, -1.5241], [0.4629, -0.0581, 1.8819]]
}

=====

{
  "formula": "C18H28IrNO5P2",
  "method": "ωB97M-V/def2-TZVPD",
  "e_above_lowest_kcal_mol": 18.5,
  "multiplicity": 5,
  "homo_energy_ha": [-0.4316, -0.5463],
  "total_charge": 2,
  "lumo_ev": [-6.6187, -10.2167],
  "orbital_gap_ha": [0.18836, 0.17085],
  "species": ["Ir", "P", "C", "C", "N", "C", "C", "C", "C", "C", "P", "H", "H", "H", "H", "H", "H", "H", "H", "O", "H", "H", "O", "H", "C", "H", "H", "H", "C", "H", "H", "H", "C", "H", "H", "H", "C", "H", "H", "H", "O", "C", "C", "C", "C", "C", "C", "C", "O", "O", "H", "H", "H", "H", "H"],
  "xyz": [[0.2118, 0.2675, 0.0126], [-1.8994, -0.4769, -0.5824], [-2.0769, 0.2947, -2.2631], [-0.7559, 0.8219, -2.7862], [0.3227, 0.8083, -1.9794], [1.5792, 1.0122, -2.4316], [1.7095, 1.7691, -3.5747], [0.5853, 2.0326, -4.3523], [-0.6573, 1.5073, -3.9982], [2.7078, 0.5209, -1.5772], [2.1148, -0.8957, -0.5558], [-1.5471, 1.6200, -4.5933], [2.7063, 2.1633, -3.8172], [0.6686, 2.6475, -5.2429], [3.5677, 0.1988, -2.1737], [3.0542, 1.2921, -0.8751], [-2.5326, -0.5057, -2.8182], [-2.8629, 1.0782, -2.2391], [-1.1127, -2.8602, -4.1421], [-1.6789, -2.9190, -4.9546], [-2.4797, -3.2916, -4.5534], [-0.2651, -3.3546, -0.9514], [-0.0368, -4.0977, -1.5174], [-0.1595, -4.9208, -1.0355], [2.6775, -2.3374, -1.5705], [3.5501, -2.0470, -2.1713], [2.9801, -3.1621, -0.9166], [1.8723, -2.7003, -2.2098], [3.3004, -0.9839, 0.8428], [3.0750, -1.8813, 1.4318], [4.3377, -1.0372, 0.4888], [3.1721, -0.1059, 1.4811], [-2.9229, 0.8363, 0.1548], [-3.8493, 0.9596, -0.4203], [-3.1335, 0.5608, 1.1885], [-2.3515, 1.7700, 0.1230], [-2.9918, -1.9649, -0.4560], [-3.2579, -2.0549, 0.6058], [-3.9207, -1.8275, -1.0363], [-2.5193, -2.9067, -0.7828], [-0.4195, 3.6746, 3.2254], [-0.2592, 2.6787, 4.1381], [-0.4526, 2.9131, 5.5081], [-0.2551, 1.8522, 6.4182], [0.1021, 0.5616, 6.0281], [0.2477, 0.3112, 4.6829], [0.1248, 1.3462, 3.7649], [0.1167, 0.9457, 2.3831], [0.1362, -0.3126, 2.0848], [0.1021, 1.7814, 1.3741], [-0.2342, 3.3106, 2.3259], [-0.7425, 3.9380, 5.8041], [-0.3863, 2.0870, 7.4708], [0.2629, -0.2295, 6.7460], [0.4759, -0.6883, 4.2950]]
}

=====

{
  "formula": "C33H41AuN5Se",
  "method": "ωB97M-V/def2-TZVPD",
  "multiplicity": 3,
  "homo_energy_ha": [0.0039, -0.1138],
  "total_charge": -1,
  "lumo_ev": [2.5496, 2.4200],
  "orbital_gap_ha": [0.08980, 0.20271],
  "species": ["Au", "N", "N", "C", "C", "C", "C", "H", "H", "H", "C", "C", "H", "H", "H", "C", "C", "H", "H", "H", "C", "H", "H", "H", "C", "H", "H", "H", "C", "H", "C", "H", "C", "H", "C", "H", "C", "C", "H", "C", "C", "H", "C", "H", "N", "C", "C", "C", "H", "C", "C", "H", "H", "H", "C", "H", "C", "C", "H", "H", "H", "C", "H", "H", "H", "C", "N", "C", "C", "N", "C", "C", "Se", "H", "H", "H", "H", "H", "H", "H", "H"],
  "xyz": [[-0.5167, -0.7831, -0.5699], [3.5582, -0.5053, 0.1335], [1.7487, -1.4263, -2.0068], [-2.6625, -0.4074, -0.8335], [-2.0828, 0.5910, -1.7198], [-1.8215, 1.7631, -0.9288], [-1.2887, 3.0534, -1.4112], [-0.9179, 2.9739, -2.4443], [-0.4480, 3.3803, -0.7685], [-2.0555, 3.8483, -1.3838], [-2.1402, 1.4802, 0.4078], [-2.1389, 2.4673, 1.5010], [-2.6918, 3.3685, 1.2009], [-1.1093, 2.7798, 1.7393], [-2.5885, 2.0629, 2.4125], [-2.4857, 0.1006, 0.5143], [-2.9216, -0.5796, 1.7602], [-2.2388, -0.3466, 2.5943], [-2.9331, -1.6735, 1.6452], [-3.9327, -0.2568, 2.0653], [-1.9088, 0.4983, -3.1893], [-2.5228, 1.2294, -3.7318], [-2.1651, -0.4993, -3.5572], [-0.8606, 0.6878, -3.4626], [-3.4202, -1.6325, -1.1931], [-3.0800, -2.4748, -0.5733], [-3.2471, -1.9082, -2.2405], [-4.5082, -1.5294, -1.0399], [3.8838, 0.1014, 1.2683], [3.8324, -0.4976, 2.1895], [4.2906, 1.4606, 1.3181], [4.5778, 1.9159, 2.2638], [4.2452, 2.1985, 0.1259], [4.7242, 3.1766, 0.0521], [3.5662, 1.6435, -0.9441], [3.4435, 2.1679, -1.8842], [3.0432, 0.3062, -0.8465], [2.0031, -0.0731, -1.7714], [1.8608, 0.6090, -2.6379], [1.0070, -2.0792, -1.0565], [1.8221, -2.1965, -3.1739], [2.2891, -1.8188, -4.0533], [1.2503, -3.3817, -2.8865], [1.1203, -4.2468, -3.5122], [0.8338, -3.3475, -1.5593], [0.1254, -4.3246, -0.8013], [-1.1004, -4.8266, -1.2654], [-1.8717, -5.5660, -0.3559], [-2.8219, -5.9937, -0.6787], [-1.4463, -5.7582, 0.9619], [-2.2692, -6.5532, 1.9297], [-2.7272, -5.8984, 2.6833], [-1.6487, -7.2854, 2.4620], [-3.0645, -7.0798, 1.3958], [-0.2447, -5.1895, 1.3988], [0.0992, -5.3209, 2.4247], [0.5420, -4.4316, 0.5341], [1.7877, -3.7586, 1.0056], [2.6924, -4.1887, 0.5505], [1.8629, -3.8971, 2.0890], [1.8021, -2.6689, 0.7979], [-1.6209, -4.5197, -2.6368], [-1.1371, -5.1436, -3.4070], [-1.4796, -3.4638, -2.9182], [-2.7027, -4.7240, -2.6833], [2.4027, 5.6008, -0.4387], [1.7424, 5.7666, 0.8361], [1.4982, 6.9898, 1.4263], [0.9077, 6.7406, 2.6222], [0.8063, 5.3713, 2.7497], [0.2598, 4.6946, 3.9010], [1.3354, 4.7364, 1.6529], [1.4630, 2.9449, 1.3460], [3.4566, 5.9045, -0.3702], [1.9058, 6.2175, -1.2001], [2.3510, 4.5493, -0.7318], [1.7731, 7.9162, 0.9378], [0.5512, 7.4146, 3.3868], [0.8806, 4.8677, 4.7876], [-0.7558, 5.0539, 4.1039], [0.2321, 3.6231, 3.6917]]
}

=====

{
  "formula": "CuH10O5",
  "method": "ωB97M-V/def2-TZVPD",
  "e_above_lowest_kcal_mol": 40.5,
  "homo_energy_ha": -0.4654,
  "total_charge": 1,
  "lumo_ev": -3.9475,
  "orbital_gap_ha": 0.32028,
  "species": ["Cu", "O", "H", "H", "O", "H", "H", "O", "H", "H", "O", "H", "H", "O", "H", "H"],
  "xyz": [[0.3590, 0.3694, 0.1364], [-0.6460, -0.9976, -0.7226], [-0.4390, -0.9686, -1.6776], [-0.3560, -1.8926, -0.4836], [1.4190, 1.1694, -1.5086], [1.8910, 0.5604, -2.0726], [1.1760, 1.8894, -2.0096], [-2.9150, -0.8116, 0.5564], [-2.0590, -0.8036, 0.1224], [-3.2780, -1.6426, 0.4364], [-0.1310, 1.8014, 1.1314], [-0.3490, 1.3264, 1.9304], [-0.9380, 2.2354, 0.8674], [1.7330, -0.5316, 1.1254], [2.1810, -1.1346, 1.7554], [2.3520, -0.5686, 0.4134]]
}

=====

{
  "formula": "C38H86INO26P6",
  "method": "ωB97M-V/def2-TZVPD",
  "e_above_lowest_kcal_mol": 233.2,
  "homo_energy_ha": -0.3266,
  "lumo_ev": -0.7770,
  "orbital_gap_ha": 0.29808,
  "species": ["O", "C", "O", "C", "C", "C", "C", "O", "I", "C", "N", "C", "O", "C", "P", "O", "O", "H", "H", "H", "H", "H", "H", "H", "H", "H", "H", "H", "C", "C", "O", "P", "O", "O", "C", "C", "O", "C", "C", "H", "H", "H", "H", "H", "H", "H", "H", "H", "H", "H", "H", "H", "H", "H", "C", "C", "O", "P", "O", "O", "C", "C", "O", "C", "C", "H", "H", "H", "H", "H", "H", "H", "H", "H", "H", "H", "H", "H", "H", "H", "C", "C", "O", "P", "O", "O", "C", "C", "O", "C", "C", "H", "H", "H", "H", "H", "H", "H", "H", "H", "H", "H", "H", "H", "H", "H", "C", "C", "O", "P", "O", "O", "C", "C", "O", "C", "C", "H", "H", "H", "H", "H", "H", "H", "H", "H", "H", "H", "H", "H", "H", "H", "C", "C", "O", "P", "O", "O", "C", "C", "O", "C", "C", "H", "H", "H", "H", "H", "H", "H", "H", "H", "H", "H", "H", "H", "H", "H"],
  "xyz": [[-4.3680, 2.8808, 1.7959], [-4.0952, 1.7702, 2.0334], [-5.0763, 0.8024, 1.9094], [-2.6739, 1.4639, 2.5266], [-2.1922, -0.0015, 2.3494], [-2.2829, -0.6815, 0.9579], [-1.9441, 0.2381, -0.2141], [-2.3814, 1.2916, -0.4001], [-0.5371, -0.5340, -1.6935], [-0.6025, 0.1411, 2.5804], [-0.0651, -0.7607, 3.6145], [-1.2265, -1.0445, 4.4516], [-1.1715, -1.3043, 5.5799], [-2.5315, -0.9245, 3.5738], [-2.9778, -2.7392, 3.3418], [-4.4552, -2.9127, 2.5898], [-1.7528, -3.5421, 2.5285], [-4.9861, 0.3866, 1.0380], [-2.6431, 1.6913, 3.6096], [-2.0122, 2.1970, 2.0431], [-3.2464, -1.2133, 0.8196], [-1.5242, -1.4846, 0.9550], [0.0422, 0.0420, 1.6915], [-0.4614, 1.1383, 3.0360], [0.0806, -1.6816, 3.1814], [-3.2461, -0.4620, 4.2743], [-4.4354, -2.7424, 1.6322], [-1.8630, -3.5128, 1.5607], [5.7868, -3.1562, 2.9197], [5.4811, -1.7626, 2.4052], [5.6326, -1.6591, 0.9938], [4.4046, -2.0853, -0.0321], [3.2153, -1.5475, 0.7109], [4.5670, -0.9308, -1.1812], [3.5407, 0.0283, -1.4146], [3.7767, 1.2776, -0.5932], [5.3954, -3.0087, -0.9782], [6.2554, -4.0156, -0.4619], [5.5029, -5.2857, -0.1220], [5.1312, -3.8977, 2.4561], [5.6520, -3.2058, 4.0011], [6.8171, -3.4389, 2.6956], [4.4853, -1.4547, 2.7281], [6.1851, -1.0537, 2.8472], [2.5582, -0.3990, -1.2254], [3.5737, 0.2872, -2.4758], [3.8682, 1.0550, 0.4708], [2.9606, 1.9898, -0.7299], [4.7112, 1.7567, -0.8934], [6.8373, -3.6495, 0.3821], [6.9777, -4.2326, -1.2525], [4.6760, -5.0853, 0.5648], [6.1675, -6.0193, 0.3355], [5.0678, -5.7278, -1.0197], [1.8244, -11.0985, 2.2551], [2.4127, -10.9283, 0.8674], [1.5592, -10.1891, 0.0022], [1.5783, -8.5321, -0.0101], [3.0499, -8.2676, 0.1169], [1.3792, -8.2758, -1.6143], [2.3855, -7.6465, -2.4018], [3.3101, -8.6760, -3.0191], [-0.0682, -8.4252, 0.0997], [-0.8328, -9.0992, 1.0894], [-0.7687, -8.4019, 2.4336], [1.6324, -10.1286, 2.7208], [2.5057, -11.6594, 2.8965], [0.8776, -11.6401, 2.2149], [3.4055, -10.4803, 0.9345], [2.5447, -11.9116, 0.4099], [2.9375, -6.9100, -1.8174], [1.8729, -7.0991, -3.1959], [3.7541, -9.3236, -2.2620], [4.1125, -8.1896, -3.5769], [2.7549, -9.3236, -3.7004], [-0.5541, -10.1489, 1.1617], [-1.8661, -9.0869, 0.7351], [0.2650, -8.2667, 2.7637], [-1.3059, -8.9741, 3.1909], [-1.2141, -7.4077, 2.3715], [9.3006, 3.2129, -6.2141], [8.0756, 3.5549, -7.0415], [6.9538, 2.7464, -6.7119], [5.9491, 3.1388, -5.4416], [5.8456, 4.6160, -5.7090], [4.5176, 2.6989, -6.1156], [3.4920, 3.6502, -6.3858], [3.6114, 4.1843, -7.7988], [5.9790, 1.5594, -4.9219], [7.1705, 0.8241, -4.6894], [7.8178, 1.1894, -3.3685], [9.0994, 3.3365, -5.1468], [10.1396, 3.8564, -6.4831], [9.6056, 2.1773, -6.3758], [7.8480, 4.6180, -6.9499], [8.2927, 3.3723, -8.0969], [3.4986, 4.4547, -5.6506], [2.5376, 3.1301, -6.2761], [4.5980, 4.6092, -7.9867], [2.8590, 4.9524, -7.9861], [3.4736, 3.3775, -8.5216], [7.8641, 0.9156, -5.5225], [6.8766, -0.2280, -4.6572], [8.0030, 2.2654, -3.2998], [8.7648, 0.6624, -3.2441], [7.1634, 0.9256, -2.5354], [-7.6701, 1.7549, 7.9453], [-7.3236, 2.2587, 6.5570], [-7.1242, 3.6660, 6.5235], [-5.6566, 4.3336, 6.9081], [-4.7242, 3.3508, 6.2597], [-5.5911, 5.5506, 5.8198], [-4.5923, 5.5830, 4.8029], [-5.0898, 4.9150, 3.5383], [-6.3347, 5.4398, 7.9352], [-7.2399, 5.0941, 8.9731], [-6.5300, 4.5149, 10.1805], [-6.8796, 1.9991, 8.6593], [-7.8066, 0.6725, 7.9397], [-8.5948, 2.2089, 8.3066], [-6.4582, 1.7189, 6.1688], [-8.1537, 2.0451, 5.8796], [-3.6622, 5.1354, 5.1536], [-4.3778, 6.6345, 4.5980], [-5.4252, 3.8969, 3.7252], [-4.3073, 4.8909, 2.7851], [-5.9475, 5.4577, 3.1340], [-8.0292, 4.4376, 8.6113], [-7.7337, 6.0232, 9.2672], [-5.9073, 3.6595, 9.9045], [-7.2504, 4.1947, 10.9346], [-5.8679, 5.2576, 10.6285], [-5.8929, 3.1303, -2.7994], [-5.9760, 4.0058, -4.0362], [-5.0905, 5.1158, -3.9756], [-3.5039, 4.9710, -4.4345], [-3.6403, 4.0893, -5.6406], [-3.2735, 6.4180, -5.1638], [-2.9765, 6.5157, -6.5532], [-4.2448, 6.6834, -7.3651], [-2.9522, 5.7024, -3.0604], [-3.3465, 5.3048, -1.7537], [-2.6281, 4.0521, -1.2980], [-4.8794, 2.7449, -2.6598], [-6.5760, 2.2829, -2.8810], [-6.1597, 3.6924, -1.9025], [-5.8096, 3.4049, -4.9318], [-6.9855, 4.4159, -4.1190], [-2.3937, 5.6591, -6.8914], [-2.3454, 7.3978, -6.6829], [-4.9550, 5.8784, -7.1728], [-4.0202, 6.7031, -8.4331], [-4.7459, 7.6158, -7.0969], [-4.4272, 5.2034, -1.6764], [-3.0755, 6.1292, -1.0898], [-2.7589, 3.2351, -2.0112], [-2.9979, 3.7300, -0.3248], [-1.5540, 4.2334, -1.2183]]
}

=====

| no. | E (eV) | M (g mol⁻¹) |
| --- | --- | --- |
| 1 | -5596.254 | 60.080 |
| 2 | -20807.764 | 206.239 |
| 3 | -58151.976 | 283.602 |
| 4 | -52247.003 | 592.589 |
| 5 | -111370.695 | 783.653 |
| 6 | -55032.350 | 153.621 |
| 7 | -159361.287 | 1285.835 |